The following is a quantum chemistry calculation of an isolated ion of composition C7H11N2O and charge +1, from OMol25.

Geometry as ORCA input:
```
! RIJCOSX wB97M-V def2-TZVPD def2/J DEFGRID3
* xyz 1 1
C 1.1363 0.1346 -0.9022
C 2.1971 -0.1414 -0.1099
C 0.7650 1.1176 1.1022
C -0.9458 1.4536 -0.6483
C -2.4159 -0.0662 0.4335
C 3.4364 -0.9137 -0.3505
C -3.5279 -1.0014 0.4363
N 0.2591 0.9079 -0.1494
N 1.9278 0.4687 1.1014
O -2.0642 0.4996 -0.6482
H 0.9275 -0.1340 -1.9154
H -0.8543 1.7373 -1.7015
H -1.2405 2.3164 -0.0389
H -1.8827 0.1617 1.3599
H 3.5347 -1.1466 -1.4063
H 4.3064 -0.3410 -0.0334
H 3.4224 -1.8466 0.2124
H -4.4304 -0.4684 0.7647
H -3.3750 -1.8004 1.1608
H -3.7275 -1.3904 -0.5604
H 2.5515 0.4528 1.8931
*
```

As for the HOMO-LUMO gap: 6.91 eV. For the largest force on an atom, the calculation gives 2.1 eV/Å. The value obtained for the calculated total energy is -457.7565 Eh. The calculation puts the relative energy (zero: lowest compared OMol25 entry of this formula, charge and spin) at 216.8 kJ/mol. The calculation puts the molar mass at 139.178 g mol⁻¹. The calculation puts the LUMO energy at -5.46 eV.

The following is a quantum chemistry calculation of a 3-piece molecular cluster, C18H43Br2N3O7P overall, from OMol25.

Geometry as ORCA input:
```
! RIJCOSX wB97M-V def2-TZVPD def2/J DEFGRID3
* xyz 1 1
C -2.9124 1.1128 3.3557
C -1.4300 1.2118 3.0330
O -1.1618 0.8442 1.6806
C -0.7837 2.5683 3.2291
O -1.7151 3.6950 3.0316
P -1.7399 4.4369 1.6540
Br -3.2925 5.9013 1.8674
C -2.2095 3.3663 0.2383
N -2.6679 4.0568 -0.9247
C -0.2340 5.4139 1.4345
C 1.0372 4.6522 1.1111
O 1.9435 4.5526 1.8588
Br 1.0888 3.8565 -0.6379
H -3.4858 2.0161 3.1529
H -3.0911 0.7829 4.3787
H -3.3291 0.3250 2.7259
H -0.8831 0.5336 3.6987
H -1.7834 0.1516 1.4059
H 0.0633 2.6451 2.5447
H -0.4005 2.6850 4.2397
H -1.3666 2.7138 0.0135
H -2.9956 2.7301 0.6560
H -3.4946 4.6198 -0.7870
H -1.9537 4.5651 -1.4266
H -0.4349 6.1262 0.6287
H -0.0682 5.9853 2.3510
C 3.1888 1.1790 0.9626
O 2.5963 0.2957 0.0369
C 2.8329 0.6144 -1.3283
C 3.7798 -0.3672 -1.9814
N 5.1284 -0.2203 -1.4629
C 6.0707 -1.2499 -1.8888
C 5.7850 -2.6962 -1.5032
O 5.9015 -2.9663 -0.1197
C 4.7656 -2.6687 0.6623
H 2.7866 0.9314 1.9450
H 4.2782 1.0806 1.0040
H 2.9381 2.2205 0.7327
H 3.2197 1.6352 -1.4233
H 1.8686 0.5616 -1.8433
H 3.7927 -0.1713 -3.0585
H 3.3664 -1.3751 -1.8341
H 5.0961 -0.2041 -0.4518
H 7.0471 -0.9858 -1.4771
H 6.1633 -1.1989 -2.9788
H 6.5427 -3.3145 -1.9895
H 4.8109 -3.0404 -1.8738
H 3.8380 -2.8336 0.1047
H 4.7761 -1.6395 1.0366
H 4.7782 -3.3365 1.5233
C -4.5745 -1.5651 0.9319
O -3.1692 -1.4567 0.7806
C -2.4517 -2.6705 1.0314
C -1.8966 -3.2662 -0.2420
N -2.9545 -3.7765 -1.0950
C -2.5275 -4.1959 -2.4258
C -1.9055 -3.1538 -3.3473
O -2.8041 -2.1569 -3.7975
C -3.0085 -1.0731 -2.9207
H -4.9824 -0.5547 0.9185
H -5.0347 -2.1315 0.1181
H -4.8359 -2.0400 1.8815
H -3.0920 -3.3859 1.5538
H -1.6136 -2.4236 1.6898
H -1.2305 -4.0912 0.0289
H -1.2826 -2.4950 -0.7306
H -3.6769 -3.0750 -1.1883
H -3.4035 -4.6056 -2.9326
H -1.8146 -5.0192 -2.3129
H -1.5712 -3.6765 -4.2457
H -1.0166 -2.6856 -2.9048
H -2.1007 -0.8380 -2.3537
H -3.8287 -1.2541 -2.2176
H -3.2751 -0.2077 -3.5276
*
```

As for the HOMO-LUMO gap: 6.51 eV. For the largest force on an atom, the calculation gives 0.6 eV/Å. The value obtained for the calculated total energy is -6891.6615 Eh. The calculation puts the molar mass at 604.338 g mol⁻¹. The calculation puts the LUMO energy at -3.78 eV.

The following is a quantum chemistry calculation of C2H4BO7V as an isolated structure, from OMol25.

Geometry as ORCA input:
```
! RIJCOSX wB97M-V def2-TZVPD def2/J DEFGRID3
* xyz -3 2
O -0.8221 1.0396 1.5337
V -0.1037 0.2667 0.3720
C 1.2477 1.6177 -1.4418
O 1.5091 1.6787 -0.1761
O 0.7244 2.5622 -2.1169
O 0.7545 0.4181 -1.6940
C -2.3571 -0.2752 -1.1777
O -2.3032 -0.6092 -2.4276
O -1.8202 -1.0407 -0.2534
O -1.9267 0.9412 -0.9772
B 1.0341 -1.3458 1.6872
H 1.1034 -1.4989 0.5528
H 1.6785 -2.1044 2.3261
H 1.3520 -0.2407 1.7989
H -0.0709 -1.4091 1.9940
*
```

As for the HOMO-LUMO gap (alpha / beta): 4.52 / 4.54 eV. For the largest force on an atom, the calculation gives 8.9 eV/Å. The value obtained for the calculated total energy is -1573.9389 Eh. The calculation puts the relative energy (zero: lowest compared OMol25 entry of this formula, charge and spin) at 0.0 kJ/mol. The calculation puts the molar mass at 201.803 g mol⁻¹. The calculation puts the LUMO energy (alpha / beta) at 7.96 / 7.95 eV.

The following is a quantum chemistry calculation of an isolated ion of composition C5H9N2OS and charge +1, from OMol25.

Geometry as ORCA input:
```
! RIJCOSX wB97M-V def2-TZVPD def2/J DEFGRID3
* xyz 1 1
N -2.9614 -0.8966 -0.7421
C -1.8181 -0.0503 -0.8701
S -0.6215 -0.2031 -2.3118
C -0.3411 -0.4200 -0.5877
C 0.6598 0.8872 0.1034
C 0.7799 0.4355 1.4127
N 1.5023 -0.4959 1.9508
C 2.0197 0.7751 -0.7355
O 2.6942 -0.1872 -0.4961
H -3.7876 -0.4591 -1.0850
H -2.7455 -1.8448 -1.0613
H -2.1247 1.0039 -0.7806
H -0.0974 -1.2646 -0.0431
H 0.1750 1.7401 -0.0390
H 0.2129 0.9137 2.2764
H 1.7212 -0.6122 2.9382
H 2.3178 -0.8574 1.5046
H 2.4142 1.5357 -1.4338
*
```

As for the HOMO-LUMO gap: 7.64 eV. For the largest force on an atom, the calculation gives 6.0 eV/Å. The value obtained for the calculated total energy is -778.5108 Eh. The SMILES is N[C@@H]1S[C@H]1[C@@H](C=[NH2+])C=O. The calculation puts the relative energy (zero: lowest compared OMol25 entry of this formula, charge and spin) at 309.8 kJ/mol. The calculation puts the molar mass at 145.207 g mol⁻¹. The calculation puts the LUMO energy at -5.04 eV.

The following is a quantum chemistry calculation of C34H54Ge2LaN11O2 as an isolated structure, from OMol25.

Geometry as ORCA input:
```
! RIJCOSX wB97M-V def2-TZVPD def2/J DEFGRID3
* xyz 3 2
La -0.9760 -2.1402 1.4502
C -3.2174 3.8987 -0.1011
C -3.2601 2.5386 0.1622
C -4.4635 2.0107 0.6300
C -5.6024 2.8071 0.7660
C -5.5291 4.1825 0.4815
C -4.3220 4.6986 0.0586
H -2.3247 4.3656 -0.3957
H -2.3822 1.8210 0.0910
H -4.5267 1.0016 0.9829
H -6.5067 2.3477 1.1774
H -6.4716 4.7685 0.5582
H -4.2271 5.7680 -0.0010
N -0.2083 -4.8927 0.8649
N 1.1972 -5.1000 0.9942
C 1.9235 -4.0660 1.4262
N 3.2249 -4.2693 1.6255
N 1.1853 -2.9771 1.7226
N 1.6673 -1.8450 2.3511
O 2.8130 -1.7838 2.7852
O 0.8423 -0.8001 2.2661
H -0.7016 -5.4735 1.5529
H -0.3980 -5.2055 -0.1265
H 1.5797 -6.0278 1.1375
H 3.7401 -4.7362 0.9035
H 3.7027 -3.6219 2.2191
C -5.2206 -4.3267 -0.9967
N -4.1260 -3.5141 -1.5034
C -3.9576 -3.5049 -2.9511
C -2.9536 -2.4112 -3.2618
N -2.6116 -1.9595 -1.8880
C -1.6375 -0.9088 -1.7782
C -3.3174 -2.5621 -0.9056
N -3.1792 -2.2058 0.3527
C -4.1242 -2.5063 1.3697
C -3.8453 -1.9227 2.8320
N -2.4538 -1.9374 3.3176
C -2.0039 -1.6813 4.5449
N -1.7095 -0.4910 5.0813
C -2.1127 0.8058 4.6095
C -0.9480 -0.6717 6.3304
C -0.8600 -2.1658 6.5486
N -1.5951 -2.6831 5.3838
C -1.4692 -4.0728 5.0270
H -5.1368 -5.3502 -1.3468
H -6.1862 -3.8868 -1.3828
H -5.2129 -4.3087 0.0854
H -4.9330 -3.2187 -3.4513
H -3.6168 -4.4795 -3.3579
H -3.3765 -1.6070 -3.9132
H -2.0353 -2.7700 -3.7069
H -1.2740 -0.8301 -0.7287
H -1.9103 0.0999 -2.1258
H -0.7161 -1.2974 -2.3260
H -4.1761 -3.5944 1.5409
H -5.1003 -1.9994 1.0525
H -4.5327 -2.4877 3.4532
H -4.1719 -0.8880 2.8078
H -3.1937 0.9717 4.7650
H -1.7860 0.9164 3.5351
H -1.6601 1.5545 5.2598
H -1.3921 -0.1154 7.2177
H 0.0756 -0.2751 6.1400
H -1.3533 -2.4542 7.4852
H 0.1345 -2.5519 6.5013
H -0.6767 -4.1007 4.3226
H -2.4244 -4.4330 4.4666
H -1.2886 -4.7792 5.8576
C 1.9229 0.3917 -4.9885
Ge 2.6736 2.1714 -4.5616
C 1.1851 3.3669 -4.9650
C 4.1534 2.7003 -5.7748
Ge 3.5093 1.7568 -2.2434
C 5.4702 1.8503 -2.4725
C 6.2977 0.7504 -2.1640
C 7.6889 0.8921 -2.1909
C 8.2443 2.1064 -2.6070
C 7.4581 3.1363 -2.9995
C 6.0471 2.9703 -3.0244
C 3.4071 3.4073 -1.0265
C 3.1504 3.2462 0.2962
C 2.8146 4.3394 1.1376
C 2.8750 5.6496 0.6345
C 3.3034 5.8424 -0.7018
C 3.5325 4.7346 -1.5261
H 1.2606 0.3481 -5.9061
H 1.2790 -0.0573 -4.2190
H 2.7548 -0.3171 -5.1383
H 0.3418 2.7990 -5.4288
H 1.4691 4.2248 -5.6422
H 0.7701 3.8935 -3.9953
H 4.2308 3.8365 -5.8665
H 3.9573 2.2841 -6.8083
H 5.0708 2.3893 -5.3089
H 5.8523 -0.2038 -1.9153
H 8.2464 0.0384 -1.8464
H 9.3519 2.2117 -2.6291
H 7.8598 4.1678 -3.1714
H 5.3856 3.7397 -3.3981
H 3.1438 2.2976 0.7660
H 2.5191 4.1078 2.1373
H 2.6438 6.4710 1.2673
H 3.5512 6.8545 -1.0448
H 3.8888 4.9371 -2.5212
*
```

As for the HOMO-LUMO gap (alpha / beta): 2.55 / 2.99 eV. For the largest force on an atom, the calculation gives 3.7 eV/Å. The value obtained for the calculated total energy is -6265.0589 Eh. The calculation puts the relative energy (zero: lowest compared OMol25 entry of this formula, charge and spin) at 494.9 kJ/mol. The calculation puts the molar mass at 933.007 g mol⁻¹. The calculation puts the LUMO energy (alpha / beta) at -10.37 / -10.25 eV.